Record 1
Here is 2 unconnected molecules or ions with the total composition C13H13INO4P at a distorted geometry from the OMol25 dataset. Energies are from wB97M-V/def2-TZVPD.

Output
SMILES ... O=C1C=CC(=O)c2cc(P(O)I)ccc21.CNC(C)=O
HOMO ... -8.60 eV
HOMO-LUMO gap ... 0.2576 Ha
LUMO ... -1.59 eV
Multiplicity ... 1

Element x y z (Å)
H 2.911 -1.647 -0.214
O 3.280 -0.643 1.921
H -2.388 -0.660 -2.407
O -3.958 1.965 -3.340
H 5.706 -0.573 2.628
C -3.737 1.422 0.380
C -2.639 -0.313 -1.340
C -3.176 -1.011 1.232
C 4.824 -2.219 -0.938
H -2.834 4.971 0.121
H 4.734 -1.672 -1.879
C 4.181 -1.087 1.223
C -3.882 0.360 1.498
C -3.267 4.005 -0.318
O 0.353 -1.709 -1.084
H 6.025 -2.057 1.717
H 0.063 -0.790 -1.288
H 6.207 -0.457 0.933
H 4.553 -3.264 -1.100
H -3.284 -1.855 2.005
C -3.282 1.062 -1.076
P -0.872 -2.456 -0.139
I 0.013 -2.560 2.153
C -4.027 2.973 0.666
H 5.853 -2.165 -0.590
C -3.493 2.202 -2.193
H -4.479 0.605 2.431
O -4.797 3.331 1.585
C -3.103 3.690 -1.704
C 5.625 -1.043 1.649
H -2.694 4.433 -2.471
C -2.314 -1.193 -0.074
N 3.896 -1.647 0.014



Record 2
Here is 2 unconnected molecules or ions with the total composition C5H13NO at a distorted geometry from the OMol25 dataset. Energies are from wB97M-V/def2-TZVPD.

Output
<S²> ... 0.7561
HOMO (alpha / beta) ... -13.48 / -13.20 eV
Charge ... +1
Energy relative to the best compared isomer or geometry (same formula, charge and spin) ... 82.1 kcal/mol
HOMO-LUMO gap (alpha / beta) ... 0.3184 / 0.1754 Ha
LUMO (alpha / beta) ... -4.81 / -8.43 eV
Multiplicity ... 2

Element x y z (Å)
C -1.447 1.995 0.520
H 2.048 0.532 -3.574
N -0.078 -2.045 -0.279
C 0.823 1.028 0.376
H 0.705 -1.558 1.729
H -0.192 -1.160 -0.776
O 1.231 0.157 -4.013
H 1.056 0.554 -0.635
H -1.073 3.011 0.628
H -2.601 1.967 0.335
H 1.411 0.517 1.137
H 1.224 2.018 0.169
C -0.976 -0.293 1.536
H -0.559 0.048 2.527
H 1.505 -0.743 -4.374
H 0.815 -2.336 -0.585
H -0.830 -2.586 1.547
H -2.106 -0.408 1.825
C -0.609 0.980 0.718
C -0.347 -1.678 1.190



Number 1: electronic energy -1497.76125 hartree. Number 2: electronic energy -327.88439 hartree.